1.
ORCA calculation (wB97M-V/def2-TZVPD) on C31H32MoN2O5S2Sb as an isolated structure.

Atoms and positions in Å:
Sb 2.186 1.500 -0.185
Mo -0.509 -1.026 0.956
S -0.609 -0.458 -1.734
S 1.484 0.176 1.633
O -0.077 -2.757 3.534
O -3.363 1.728 0.353
O -6.298 -1.869 3.176
O -1.482 0.728 0.950
O -5.218 -3.856 2.744
N -2.438 -1.660 -3.142
N -3.164 0.230 -2.017
C 5.859 2.141 2.095
C -3.718 -1.997 -3.723
C 2.306 -0.362 -2.741
C 4.032 2.263 0.555
C 0.462 5.576 -2.337
C 4.682 3.258 -0.155
C -0.719 -1.870 4.438
C -4.665 -0.410 2.040
C 5.929 3.690 0.261
C 1.288 3.235 -1.129
C 0.528 4.403 -3.070
C -2.758 0.792 0.860
C -3.328 -2.880 1.514
C -2.787 -1.655 1.101
C -3.457 -0.452 1.344
C 2.561 -1.587 -3.336
C -4.510 -2.831 2.208
C 6.519 3.127 1.381
C -2.202 -0.635 -2.317
C 3.535 -1.079 -0.803
C 1.217 4.400 -0.381
C 0.794 5.571 -0.991
C 3.819 -2.283 -1.420
C 2.769 -0.127 -1.460
C 3.305 -2.550 -2.678
C 0.704 -3.176 1.300
C 4.610 1.705 1.684
C -6.360 -3.272 3.344
C -5.168 -1.617 2.469
C 0.937 3.224 -2.466
C -0.069 -2.378 2.290
H 1.739 0.382 -3.278
H -4.390 -2.425 -2.975
H 0.318 -4.184 1.120
H -3.580 -2.727 -4.516
H -6.388 -3.521 4.416
H 7.494 3.463 1.700
H 1.757 -3.241 1.585
H -0.573 -0.834 4.113
H 4.219 3.695 -1.031
H 0.992 2.312 -3.043
H -5.153 0.530 2.249
H -4.192 -1.116 -4.156
H 6.315 1.707 2.972
H 2.150 -1.793 -4.311
H -1.985 -1.700 0.280
H 3.901 -0.877 0.199
H -1.788 -2.090 4.475
H -3.006 1.015 -1.387
H 1.500 4.402 0.665
H -2.848 -3.821 1.303
H -4.112 0.098 -2.332
H 0.270 4.400 -4.119
H -0.270 -2.039 5.415
H 4.421 -3.016 -0.908
H 4.079 0.943 2.243
H 0.614 -2.551 0.348
H 3.480 -3.509 -3.141
H 6.440 4.463 -0.294
H -1.643 -2.242 -3.361
H -7.266 -3.662 2.855
H 0.733 6.482 -0.414
H 0.152 6.494 -2.816

Cartesian forces, eV/Å:
Sb 0.45 -0.05 -0.04
Mo 1.64 0.23 1.07
S 0.69 -0.17 0.11
S 0.04 0.49 -0.21
O 0.29 -0.55 -0.23
O -0.02 -0.15 0.34
O 0.21 0.46 -0.13
O 0.48 0.40 0.36
O 0.38 -0.02 -0.17
N -0.03 0.02 0.02
N -0.09 -0.29 -0.27
C 0.04 -0.03 0.05
C -0.32 0.04 0.09
C 0.13 0.09 -0.12
C -0.59 -0.16 -0.26
C -0.02 -0.03 0.01
C -0.03 0.08 -0.16
C -0.35 0.49 0.41
C -0.10 -0.22 0.14
C 0.08 0.09 -0.06
C 0.32 -0.85 0.47
C -0.01 -0.06 -0.10
C -0.97 0.25 -0.08
C -0.22 -0.18 0.11
C -0.46 0.01 -0.20
C 0.48 -0.06 -0.21
C 0.00 -0.02 -0.15
C 0.03 0.58 -0.06
C 0.01 0.02 0.01
C -0.24 0.08 -0.12
C 0.12 0.10 0.22
C 0.06 0.01 0.21
C 0.02 0.04 0.08
C 0.04 -0.05 0.11
C -0.24 0.69 0.18
C -0.06 0.02 -0.05
C -0.14 0.23 0.07
C -0.14 -0.17 0.14
C -1.01 -0.70 0.56
C 0.37 -0.32 -0.19
C 0.02 -0.15 -0.15
C -0.28 1.01 -0.37
H -0.07 -0.06 0.00
H -0.01 0.01 -0.03
H -0.10 0.23 -0.17
H 0.07 0.04 0.03
H 0.12 0.13 -0.28
H 0.09 0.03 0.04
H 0.02 0.17 -0.22
H 0.03 -0.17 0.11
H 0.02 0.08 -0.07
H -0.06 0.00 -0.05
H -0.05 0.06 -0.04
H -0.01 0.05 -0.10
H 0.04 -0.02 0.07
H 0.02 -0.02 -0.18
H -1.87 -0.59 -0.34
H 0.01 -0.11 -0.05
H 0.04 -0.02 -0.01
H 0.07 -0.12 -0.03
H -0.02 0.05 0.00
H 0.08 -0.10 -0.03
H 0.01 -0.04 -0.04
H -0.02 0.01 -0.05
H -0.06 0.05 -0.07
H 0.08 -0.09 0.05
H 0.08 0.02 0.01
H 0.68 -1.07 -0.18
H 0.06 -0.08 -0.08
H 0.04 0.05 -0.02
H -0.03 0.14 0.19
H 0.23 0.14 0.05
H 0.01 0.03 0.03
H -0.03 0.03 0.01

Results
gap between HOMO and LUMO (spin up / spin down) = 7.49 / 7.07 eV
expectation value of S² = 2.046
multiplicity = 3
net charge = +1
LUMO (spin up / spin down) = -2.436 / -2.874 eV
HOMO (spin up / spin down) = -9.926 / -9.941 eV
ΔE to the lowest compared entry with this formula, charge and spin = 1.706 eV



2.
ORCA calculation (wB97M-V/def2-TZVPD) on C31H32N2P2S2Tb as an isolated structure.

Atoms and positions in Å:
Tb 0.661 1.621 1.027
S -0.835 2.982 -0.663
S 2.872 0.912 -0.146
P 1.472 -0.401 -0.956
P -1.249 0.997 -1.095
N 0.845 1.320 3.480
N 0.944 1.082 6.002
C 1.964 -2.054 -0.448
C -4.036 0.717 -1.086
C 2.251 1.492 5.505
C 1.039 -2.937 0.088
C -1.477 0.828 -2.870
C 0.571 -0.198 5.410
C 0.525 -0.076 3.864
C -5.322 0.362 0.917
C 1.752 0.881 -3.405
C -0.106 -0.063 -0.395
C 3.295 -2.441 -0.612
C -1.566 -0.463 -3.389
C -1.811 -0.650 -4.738
C 1.793 -0.264 -5.518
C 1.679 -0.342 -2.746
C 2.209 1.650 3.961
C -0.049 2.089 5.656
C -1.641 1.926 -3.704
C 1.722 -1.485 -4.865
C 1.657 -1.525 -3.481
C -1.891 1.734 -5.055
C -1.976 0.450 -5.571
C -2.933 0.481 1.034
C 1.806 0.918 -4.788
C 1.441 -4.217 0.450
C -2.862 0.677 -0.343
C -5.262 0.554 -0.452
C -4.150 0.327 1.667
C -0.129 2.240 4.114
C 2.759 -4.605 0.281
C 3.690 -3.716 -0.250
H -1.442 -1.322 -2.740
H 4.021 -1.749 -1.020
H 1.719 -2.406 -5.431
H -2.170 0.303 -6.624
H -1.013 1.788 6.066
H 1.252 -0.733 3.377
H 2.529 2.431 5.984
H 1.591 -2.482 -2.981
H -2.019 2.590 -5.703
H 1.842 -0.230 -6.598
H -6.279 0.238 1.404
H -2.007 0.427 1.613
H 1.863 1.869 -5.298
H 1.770 1.807 -2.840
H -1.569 2.929 -3.304
H 2.913 0.983 3.457
H 1.296 -0.951 5.718
H -4.197 0.170 2.736
H 2.987 0.742 5.795
H -1.127 1.994 3.734
H -0.401 -0.493 5.807
H 4.720 -4.019 -0.381
H 2.439 2.675 3.653
H 0.108 3.261 3.796
H 3.071 -5.601 0.565
H -6.172 0.579 -1.035
H 0.010 -2.622 0.212
H -4.001 0.873 -2.156
H 0.229 3.033 6.125
H 0.721 -4.912 0.863
H -0.463 -0.323 3.462
H -1.873 -1.653 -5.138

Cartesian forces, eV/Å:
Tb 0.24 -0.24 -0.45
S -0.08 0.04 0.20
S 0.03 -0.03 0.17
P -0.42 0.01 -0.21
P 0.17 -0.43 -0.21
N -0.07 0.04 -0.21
N -0.01 0.00 -0.02
C 0.19 0.06 0.06
C 0.01 0.00 0.01
C 0.08 0.01 0.01
C -0.10 -0.04 -0.01
C -0.12 -0.02 -0.07
C -0.01 -0.05 0.01
C -0.04 -0.08 -0.05
C 0.05 0.00 0.00
C 0.03 0.06 0.03
C 0.18 0.70 0.58
C 0.01 -0.04 0.00
C 0.00 -0.01 0.01
C -0.01 0.03 0.01
C 0.00 0.00 0.00
C 0.01 -0.11 -0.04
C 0.04 0.02 -0.05
C -0.03 0.04 0.02
C 0.01 0.06 0.01
C 0.01 0.05 0.01
C 0.04 -0.01 0.01
C -0.01 -0.02 -0.04
C 0.01 0.01 0.02
C 0.24 0.00 0.00
C 0.00 -0.01 0.00
C -0.04 -0.02 0.03
C -0.08 0.04 0.04
C -0.01 -0.01 -0.01
C -0.08 -0.01 -0.01
C -0.09 0.04 -0.02
C 0.12 0.04 -0.03
C -0.08 -0.06 0.03
H 0.02 0.02 0.04
H -0.02 0.03 -0.01
H -0.01 -0.03 -0.02
H 0.00 0.00 -0.03
H 0.01 0.00 0.00
H -0.03 0.03 0.03
H 0.00 -0.01 0.00
H 0.01 -0.02 0.04
H 0.00 0.03 -0.02
H 0.01 0.00 -0.02
H -0.03 -0.01 0.02
H -0.19 -0.07 -0.05
H 0.00 0.03 -0.01
H 0.00 -0.02 0.02
H -0.01 0.00 0.02
H -0.02 0.03 0.03
H 0.00 0.01 0.00
H 0.01 0.00 0.03
H -0.01 0.01 0.00
H 0.03 0.01 0.03
H 0.01 0.00 0.00
H 0.01 -0.01 0.01
H 0.00 -0.03 0.03
H -0.01 -0.03 0.03
H -0.01 -0.02 0.00
H -0.01 0.00 -0.01
H 0.02 0.02 -0.02
H 0.01 0.00 -0.02
H 0.00 -0.01 0.00
H -0.01 0.00 0.00
H 0.04 0.00 0.04
H 0.00 -0.01 -0.02

Results
gap between HOMO and LUMO (spin up / spin down) = 8.10 / 8.37 eV
expectation value of S² = 12.704
multiplicity = 7
net charge = +1
LUMO (spin up / spin down) = -2.687 / -2.455 eV
HOMO (spin up / spin down) = -10.783 / -10.829 eV



3.
ORCA calculation (wB97M-V/def2-TZVPD) on C31H33Br2Cl2N7S3Ta as an isolated structure.

Atoms and positions in Å:
Ta 0.228 -0.019 0.054
Br -5.136 0.644 4.472
Br -2.565 6.426 -0.087
Cl 1.088 -3.828 1.900
Cl 0.480 1.278 3.529
S -1.068 0.787 -2.123
S 1.002 2.213 -3.825
S 2.659 2.146 -6.322
N -0.091 0.010 -4.499
N 0.645 -0.929 1.547
N 1.592 -1.510 -1.104
N -0.468 2.282 0.343
N 0.759 0.378 -5.515
N -1.055 -1.905 -0.683
N -1.812 0.168 1.251
C 0.781 -0.392 3.891
C 0.277 -3.138 -2.378
C 0.101 3.299 -0.319
C 3.520 0.525 0.335
C -1.716 4.767 0.093
C -0.464 4.548 -0.454
C 0.838 -1.319 2.835
C -3.804 0.449 3.173
C -2.309 1.373 1.562
C 4.664 1.173 -0.442
C 1.253 -3.060 4.494
C -3.302 1.555 2.514
C -2.287 -0.885 1.933
C -1.061 -2.511 -2.047
C 0.742 -0.008 -7.925
C 2.160 1.045 -0.172
C 1.037 -2.738 -7.481
C 0.968 -0.778 5.205
C 0.953 -2.250 -8.776
C -1.682 2.515 0.870
C -3.281 -0.803 2.880
C 0.982 -1.867 -6.405
C 3.681 0.772 1.831
C 1.063 -2.655 3.187
C -2.340 3.729 0.760
C 0.838 -0.508 -6.636
C 1.490 1.517 -5.362
C 0.805 -0.888 -8.994
C 1.386 -2.106 -2.447
C 1.208 -2.112 5.504
C -0.079 0.872 -3.548
H 2.322 -2.562 -2.773
H -1.828 -1.844 1.734
H 0.927 -0.035 5.989
H 0.540 -3.899 -1.631
H 0.057 5.319 -1.001
H 2.509 -1.072 -1.083
H -3.620 -1.693 3.389
H 3.616 -0.564 0.203
H 1.049 -2.236 -5.390
H 4.580 0.987 -1.515
H 0.733 -0.504 -10.003
H -1.276 -1.710 -2.753
H 1.001 -2.930 -9.615
H 1.434 -4.103 4.711
H 2.235 1.218 -1.261
H 3.548 1.832 2.063
H 2.957 0.207 2.416
H 5.633 0.801 -0.107
H 0.196 -3.662 -3.330
H 0.626 1.053 -8.086
H 2.078 2.038 0.274
H 1.121 -1.316 -3.144
H -1.863 -3.248 -2.106
H -3.332 3.858 1.163
H 1.152 -3.800 -7.307
H -2.012 -1.617 -0.496
H 1.046 3.107 -0.800
H 4.679 0.482 2.163
H 4.654 2.257 -0.297
H -0.833 -2.643 -0.014
H -3.651 2.545 2.763
H 1.358 -2.413 6.531
H 1.664 -2.265 -0.422

Cartesian forces, eV/Å:
Ta 0.03 -0.85 -0.41
Br 0.03 0.00 -0.03
Br 0.03 -0.06 0.01
Cl 0.00 -0.07 -0.04
Cl -0.01 -0.01 0.09
S -0.37 0.18 -0.09
S -0.06 -0.11 -0.12
S 0.00 0.04 -0.04
N -0.11 0.04 -0.05
N 0.29 0.87 0.06
N 0.17 0.22 0.14
N -0.14 0.08 0.16
N -0.05 0.01 -0.02
N 0.02 -0.13 0.00
N -0.04 0.26 0.10
C 0.03 -0.09 0.01
C 0.06 -0.02 0.08
C 0.07 -0.08 -0.07
C -0.01 -0.22 0.04
C 0.01 0.02 -0.01
C -0.05 0.05 0.00
C -0.19 -0.17 0.18
C 0.02 -0.01 -0.01
C 0.01 0.02 -0.04
C -0.01 0.06 -0.01
C 0.00 0.01 -0.05
C 0.03 -0.03 -0.02
C 0.06 -0.13 -0.06
C 0.06 0.08 -0.05
C -0.02 -0.01 0.02
C 0.07 0.00 -0.09
C 0.00 -0.01 0.01
C 0.01 -0.03 0.02
C 0.00 0.00 -0.01
C 0.02 -0.07 0.01
C -0.05 0.03 0.04
C 0.03 0.01 -0.01
C 0.04 0.01 0.02
C -0.01 0.08 -0.03
C 0.02 -0.01 0.00
C -0.01 -0.01 -0.03
C 0.12 0.01 0.17
C 0.00 0.01 0.00
C -0.09 -0.09 0.08
C 0.00 0.01 0.00
C 0.23 0.11 0.00
H -0.03 -0.04 -0.03
H 0.00 0.04 -0.01
H 0.00 0.01 0.00
H -0.03 -0.04 -0.03
H 0.01 0.00 -0.01
H -0.07 0.03 -0.04
H -0.01 0.00 0.01
H 0.00 0.04 -0.01
H -0.01 0.01 0.00
H 0.00 -0.01 -0.01
H 0.00 0.00 0.00
H -0.05 -0.06 -0.01
H 0.00 0.00 -0.01
H 0.00 0.00 0.01
H -0.01 0.05 0.03
H 0.01 0.01 -0.01
H -0.01 0.01 -0.01
H 0.01 -0.01 0.01
H -0.01 0.05 -0.03
H 0.00 0.00 0.00
H -0.04 -0.02 0.09
H 0.05 -0.02 0.01
H 0.03 -0.04 0.02
H -0.01 0.01 0.00
H 0.00 -0.01 0.00
H 0.01 0.01 0.02
H 0.01 -0.03 0.03
H 0.00 -0.01 0.01
H 0.00 0.00 0.00
H -0.06 0.02 0.01
H -0.01 0.01 0.02
H 0.00 0.00 0.01
H 0.02 0.02 -0.02

Results
gap between HOMO and LUMO = 6.06 eV
net charge = +1
LUMO = -3.821 eV
HOMO = -9.879 eV
ΔE to the lowest compared entry with this formula, charge and spin = 0.000 eV



4.
ORCA calculation (wB97M-V/def2-TZVPD) on C31H33ClN3O6S2Ti as an isolated structure.

Atoms and positions in Å:
Ti -1.202 0.058 0.063
Cl -3.554 0.014 -1.270
S -1.601 -3.088 -0.090
S -1.306 2.636 2.168
O -4.132 -1.255 -1.308
O -4.160 1.014 -2.020
O -1.376 -1.670 0.638
O -2.067 -0.128 -1.705
O -3.281 0.447 0.121
O -1.053 1.224 1.474
N 2.548 0.414 -1.902
N 0.469 0.616 -2.890
N 0.584 0.046 -0.645
C 0.554 -3.410 -1.629
C 2.709 0.309 0.552
C 2.334 4.389 1.958
C 2.743 4.256 3.284
C -2.258 -4.084 1.194
C -3.055 -5.139 0.760
C -1.541 3.325 -0.492
C 2.363 1.562 -4.073
C 0.808 -4.257 0.642
C -3.164 4.943 -1.222
C 3.220 0.677 -3.191
C 0.690 3.146 3.835
C -3.580 5.147 0.084
C -2.994 4.430 1.121
C -1.977 3.537 0.815
C -1.991 -3.842 2.538
C 1.227 0.352 -1.824
C 1.860 -3.782 -1.909
C -3.573 -6.002 1.712
C 1.927 3.638 4.220
C -2.151 4.031 -1.513
C 3.438 0.151 -0.762
C 1.420 -0.480 0.465
C 1.106 3.900 1.555
C -3.315 -5.783 3.058
C 0.052 -3.641 -0.350
C 2.634 -4.382 -0.921
C 0.998 0.930 -4.225
C 2.111 -4.622 0.347
C 0.298 3.270 2.503
C -2.536 -4.705 3.471
H 2.240 3.559 5.252
H 0.297 1.604 -4.714
H -3.269 -5.282 -0.293
H -1.391 -2.996 2.845
H -3.335 4.557 2.141
H -0.079 -2.979 -2.397
H 1.056 0.014 -4.816
H 2.275 2.556 -3.628
H 2.966 4.906 1.248
H 2.834 1.678 -5.047
H 3.443 -0.276 -3.677
H -0.703 2.662 -0.707
H 4.270 0.850 -0.829
H 0.863 -0.395 1.404
H 2.261 -3.645 -2.904
H 0.766 4.050 0.540
H 0.384 -4.469 1.614
H -4.372 5.850 0.302
H 1.611 -1.542 0.293
H -3.734 -6.451 3.798
H -3.631 5.496 -2.026
H 4.167 1.161 -2.962
H -1.832 3.886 -2.537
H 3.644 -4.697 -1.149
H 3.698 4.663 3.591
H 0.032 2.686 4.563
H -2.357 -4.539 4.525
H 3.844 -0.859 -0.863
H -4.192 -6.832 1.402
H 2.489 1.360 0.754
H 3.330 -0.068 1.364
H -0.515 0.417 -2.819
H 2.712 -5.118 1.097

Cartesian forces, eV/Å:
Ti -0.03 -0.10 0.66
Cl -0.13 -0.07 -0.27
S 0.11 -0.30 -0.01
S -0.06 0.09 0.05
O -0.11 0.02 -0.04
O -0.06 0.06 -0.08
O 0.05 0.22 0.10
O 0.19 -0.02 -0.19
O 0.19 0.13 0.21
O 0.32 -0.36 0.04
N -0.01 -0.01 0.04
N 0.02 -0.05 0.00
N -0.18 0.04 -0.34
C -0.04 0.02 -0.01
C -0.05 0.04 -0.01
C -0.01 0.00 -0.01
C -0.02 -0.01 0.01
C -0.04 0.08 0.00
C -0.01 0.03 -0.05
C 0.02 0.03 -0.03
C -0.01 -0.01 0.02
C -0.01 0.00 0.04
C -0.02 0.01 0.03
C 0.01 0.02 -0.06
C -0.07 -0.08 0.04
C 0.00 -0.01 -0.04
C 0.03 -0.06 -0.04
C 0.02 0.15 0.05
C 0.02 -0.01 0.00
C 0.01 0.07 -0.02
C 0.02 -0.01 0.00
C 0.00 0.00 0.02
C 0.03 0.02 -0.01
C 0.04 -0.03 0.00
C 0.03 0.01 0.08
C 0.02 0.03 -0.04
C -0.03 0.02 -0.04
C -0.01 -0.01 -0.01
C -0.07 0.03 0.00
C -0.01 0.00 0.01
C 0.03 0.03 -0.01
C -0.01 0.00 -0.01
C -0.10 -0.02 -0.06
C 0.01 0.01 0.00
H 0.00 0.00 0.00
H -0.01 0.00 0.01
H -0.01 -0.01 0.01
H 0.00 0.00 0.01
H 0.00 0.02 0.00
H 0.01 0.00 -0.01
H -0.01 0.00 0.00
H 0.00 0.00 0.00
H -0.01 0.00 0.00
H 0.00 -0.01 0.00
H -0.01 -0.01 0.01
H -0.05 0.03 -0.01
H -0.01 0.00 -0.03
H 0.00 -0.01 0.00
H 0.00 0.00 0.00
H -0.01 0.01 -0.02
H 0.01 -0.01 0.00
H 0.00 0.00 -0.01
H 0.02 0.00 0.02
H 0.00 0.00 0.00
H 0.00 0.00 0.00
H 0.00 -0.01 0.01
H 0.00 0.02 -0.01
H 0.00 0.00 0.00
H 0.00 0.00 0.00
H 0.00 0.00 0.00
H 0.00 0.00 0.00
H 0.01 0.00 -0.01
H 0.00 0.00 0.00
H 0.01 0.00 0.00
H 0.00 -0.01 0.00
H 0.00 0.01 0.01
H 0.00 0.00 0.00

Results
gap between HOMO and LUMO = 7.19 eV
net charge = +3
LUMO = -9.740 eV
HOMO = -16.934 eV
ΔE to the lowest compared entry with this formula, charge and spin = 0.000 eV



> What is the net charge in the third record?

+1